This record from the OMol25 dataset describes a structure of composition C37H33F6N7O2S3SbSr. The level of theory is ωB97M-V/def2-TZVPD.

The geometry in XYZ format:
```
90
Properties=species:S:1:pos:R:3:nbo_charge:R:1
Sr -1.385 0.865 2.370 1.81
N -2.290 2.415 -2.667 -0.79
C -2.006 2.028 -1.396 0.36
S -3.136 0.635 -1.056 0.09
N -1.214 2.795 -0.747 -0.43
N -0.727 2.568 0.498 -0.29
C -0.050 3.568 0.950 0.22
C 0.147 4.860 0.246 -0.02
C 0.739 4.923 -1.012 -0.21
C 0.950 6.150 -1.620 -0.21
C 0.552 7.321 -0.989 -0.21
C -0.044 7.263 0.262 -0.21
C -0.234 6.039 0.883 -0.21
C 0.642 3.479 2.251 0.16
C 1.799 4.230 2.461 -0.22
C 2.468 4.115 3.669 -0.15
C 1.956 3.279 4.643 -0.24
C 0.800 2.575 4.352 0.08
N 0.165 2.665 3.194 -0.53
H -2.960 1.918 -3.224 0.40
H -1.998 3.337 -2.943 0.41
H 1.035 4.006 -1.506 0.23
H 1.421 6.193 -2.593 0.21
H 0.711 8.278 -1.471 0.22
H -0.358 8.171 0.760 0.22
H -0.689 5.995 1.865 0.22
H 2.181 4.873 1.683 0.24
H 3.379 4.672 3.841 0.22
H 2.441 3.156 5.601 0.23
H 0.376 1.884 5.072 0.22
O 1.789 -0.439 4.050 -0.68
C 1.576 -0.164 2.870 0.75
O 0.487 -0.357 2.229 -0.90
C 2.690 0.549 2.104 0.08
C 3.978 0.579 2.631 -0.22
C 4.962 1.267 1.943 -0.20
C 4.624 1.912 0.761 -0.21
C 3.310 1.833 0.325 0.01
N 2.361 1.170 0.975 -0.41
H 4.166 0.068 3.566 0.24
H 5.977 1.303 2.319 0.21
H 5.357 2.463 0.188 0.21
H 3.003 2.324 -0.595 0.19
S 0.207 0.095 -1.420 -0.15
C -0.289 -1.498 -1.555 0.02
N 0.376 -2.421 -2.316 -0.42
C -0.164 -3.752 -2.473 -0.22
C -0.740 -4.232 -1.158 -0.23
N -1.739 -3.279 -0.712 -0.34
C -3.031 -3.817 -0.310 -0.26
C -3.794 -4.313 -1.519 0.04
C -4.228 -3.401 -2.479 -0.24
C -4.888 -3.843 -3.614 -0.19
C -5.121 -5.199 -3.802 -0.21
C -4.693 -6.110 -2.850 -0.21
C -4.030 -5.667 -1.713 -0.23
C -1.438 -1.948 -0.838 -0.06
S -2.356 -0.825 0.138 0.14
C 1.696 -2.163 -2.872 -0.26
C 2.754 -2.912 -2.098 0.04
C 3.511 -3.920 -2.681 -0.24
C 4.453 -4.615 -1.933 -0.21
C 4.639 -4.308 -0.595 -0.22
C 3.884 -3.301 -0.005 -0.19
C 2.947 -2.606 -0.751 -0.24
H 0.637 -4.415 -2.802 0.22
H -0.954 -3.759 -3.234 0.20
H 0.053 -4.318 -0.408 0.22
H -1.216 -5.203 -1.286 0.22
H -3.591 -3.046 0.209 0.24
H -2.860 -4.634 0.394 0.21
H -4.043 -2.342 -2.336 0.22
H -5.226 -3.128 -4.353 0.22
H -5.636 -5.543 -4.690 0.22
H -4.873 -7.169 -2.991 0.22
H -3.701 -6.382 -0.967 0.21
H 1.867 -1.092 -2.801 0.26
H 1.707 -2.442 -3.930 0.20
H 3.368 -4.161 -3.729 0.21
H 5.039 -5.399 -2.397 0.21
H 5.371 -4.850 -0.010 0.21
H 4.029 -3.054 1.040 0.22
H 2.359 -1.816 -0.293 0.24
F -3.438 2.033 2.026 -0.72
Sb -4.268 1.446 3.668 3.16
F -3.816 -0.289 2.998 -0.70
F -2.473 1.370 4.411 -0.72
F -4.932 0.784 5.277 -0.66
F -4.370 3.241 4.186 -0.66
F -5.937 1.446 2.831 -0.66
```

Summary:
M   1027.3 g/mol
⟨S²⟩   0.762
Spin multiplicity   2
Energy above the lowest of the compared OMol25 structures with the same formula, charge and spin   34.5 kcal/mol



This record from the OMol25 dataset describes the ion C6H15N5S with charge +2. The level of theory is ωB97M-V/def2-TZVPD.

The geometry in XYZ format:
```
27
Properties=species:S:1:pos:R:3:nbo_charge:R:1
C -0.716 -0.037 0.567 0.65
C -2.512 1.651 0.201 0.68
C 2.892 -1.996 0.534 -0.67
C -3.333 -1.994 -1.139 -0.76
C 2.672 -0.675 -0.184 -0.43
C 1.862 0.252 0.743 -0.25
N -1.455 -1.085 0.489 -0.77
N -3.422 0.735 -0.271 -0.72
N -1.257 1.258 0.344 -0.59
N -2.884 2.842 0.381 -0.68
N 0.531 -0.266 0.817 -0.49
S -3.043 -1.049 0.378 1.28
H 3.393 -2.036 1.504 0.24
H 1.963 -2.612 0.630 0.19
H 3.519 -2.804 -0.016 0.27
H -2.355 -2.311 -1.530 0.30
H -3.926 -1.219 -1.620 0.27
H -3.952 -2.860 -0.804 0.29
H 2.148 -0.777 -1.164 0.22
H 3.602 -0.256 -0.650 0.27
H 2.336 0.274 1.736 0.24
H 1.969 1.243 0.391 0.23
H -4.410 0.922 -0.311 0.44
H -0.643 2.053 0.589 0.45
H -3.911 2.997 0.569 0.46
H -2.275 3.554 0.526 0.43
H 0.638 -1.243 0.988 0.44
```

Summary:
M   189.3 g/mol
Net charge   +2
Energy above the lowest of the compared OMol25 structures with the same formula, charge and spin   38.3 kcal/mol



This record from the OMol25 dataset describes a structure of composition C21H32N7O2SY. The level of theory is ωB97M-V/def2-TZVPD.

The geometry in XYZ format:
```
64
Properties=species:S:1:pos:R:3:nbo_charge:R:1
Y 10.679 10.133 9.345 2.02
N 9.078 11.420 10.615 -0.95
C 9.210 11.286 12.065 -0.23
C 10.682 11.103 12.511 -0.25
N 11.536 10.216 11.646 -0.55
C 11.484 8.809 12.186 -0.23
C 10.111 8.154 12.027 -0.23
N 9.804 8.082 10.575 -0.90
C 12.938 10.720 11.684 -0.23
C 13.718 10.618 10.315 -0.23
N 12.919 11.055 9.132 -0.92
H 9.378 12.354 10.259 0.45
H 8.087 11.288 10.318 0.41
H 8.589 10.459 12.430 0.20
H 8.848 12.167 12.634 0.23
H 10.689 10.723 13.542 0.22
H 11.103 12.102 12.640 0.23
H 11.804 8.864 13.212 0.22
H 12.280 8.213 11.701 0.23
H 9.322 8.686 12.529 0.22
H 10.185 7.145 12.451 0.23
H 8.788 7.938 10.435 0.41
H 10.233 7.240 10.230 0.40
H 13.533 10.123 12.375 0.22
H 12.949 11.763 11.976 0.23
H 14.047 9.566 10.117 0.22
H 14.624 11.219 10.440 0.22
H 13.353 10.779 8.254 0.40
H 12.834 12.084 9.089 0.43
S 7.594 12.793 6.046 0.47
C 7.043 11.128 6.114 -0.23
C 6.017 10.584 5.369 -0.18
C 5.768 9.240 5.433 -0.19
C 6.558 8.433 6.258 -0.19
C 7.563 8.950 7.054 -0.29
C 7.793 10.357 7.002 0.15
N 8.789 11.071 7.676 -0.63
C 8.726 12.367 7.321 0.14
C 9.587 13.385 7.973 -0.10
C 9.330 14.744 7.767 -0.18
C 10.141 15.718 8.359 -0.21
C 11.218 15.297 9.132 -0.17
C 11.382 13.915 9.354 -0.28
C 10.604 12.886 8.823 -0.53
H 5.422 11.260 4.738 0.24
H 4.941 8.805 4.891 0.24
H 6.313 7.375 6.325 0.23
H 8.140 8.289 7.744 0.20
H 8.495 15.033 7.151 0.22
H 9.983 16.771 8.165 0.24
H 11.955 16.007 9.485 0.23
H 12.172 13.663 10.076 0.17
C 14.043 6.222 8.823 -0.25
O 13.060 6.520 7.753 -0.47
C 12.321 7.621 7.950 0.92
O 12.296 8.323 9.019 -0.76
N 11.473 7.866 6.924 -0.45
N 10.876 9.124 6.842 -0.68
H 14.695 5.454 8.436 0.24
H 13.490 5.853 9.680 0.20
H 14.633 7.096 9.100 0.20
H 11.572 7.314 6.087 0.42
H 9.912 9.066 6.505 0.42
H 11.395 9.741 6.225 0.40
```

Summary:
M   535.5 g/mol
Net charge   +2
Energy above the lowest of the compared OMol25 structures with the same formula, charge and spin   0.0 kcal/mol



M of number 3 (C21H32N7O2SY)?
535.5 g/mol



The highest M belongs to which entry?
C37H33F6N7O2S3SbSr



Among the records above, which one has the lowest M?
C6H15N5S